(1)
DFT (the ωB97M-V functional and the def2-TZVPD basis) results for a cluster of 15 separate species, C36H105F3N15O16 in total in a non-equilibrium geometry.

CARTESIAN COORDINATES (ANGSTROEM)
O  -2.04  5.64  0.26
H  -2.91  0.75  4.34
H  -3.62  0.26  -6.68
H  -0.87  0.20  -3.83
C  4.77  -0.08  2.64
O  -4.13  5.19  4.74
C  3.85  4.01  -1.38
N  -1.61  3.50  0.91
H  -1.04  2.82  1.39
H  4.09  -1.57  -1.62
N  4.08  0.88  2.04
N  4.91  -1.19  1.94
C  3.01  4.22  -0.14
H  3.99  1.73  2.57
H  -2.03  2.14  -4.81
H  -2.08  -3.73  2.19
C  -3.36  1.52  3.71
H  -4.23  -2.42  0.27
H  3.49  0.43  8.28
N  -4.40  2.59  5.59
H  1.00  -2.36  -6.21
C  -3.07  1.16  -6.38
C  -0.71  -4.61  -3.23
H  -2.41  1.02  -0.79
H  -4.99  7.04  4.91
C  0.11  0.13  3.12
H  2.96  0.41  -3.43
H  1.37  -0.88  -1.35
H  4.62  0.59  -3.91
F  -0.01  1.35  2.71
C  -2.50  1.16  -4.93
C  0.51  -5.47  -3.18
H  -0.65  -0.32  6.70
N  -3.60  0.90  -4.03
H  -5.02  3.39  5.58
H  -1.79  -0.90  -4.70
H  -0.75  -1.74  -1.47
N  -3.01  -4.12  2.07
H  1.21  -5.67  -1.10
N  0.85  1.71  6.72
H  -0.73  -0.05  -5.63
H  -2.50  0.56  -8.99
H  -3.69  -4.10  2.82
O  -4.27  -5.64  1.08
N  -0.55  5.13  1.81
H  4.42  -2.00  -4.70
C  -4.90  6.25  4.17
H  2.59  5.21  -0.29
H  -1.78  1.08  6.92
H  -1.67  0.07  8.17
H  0.52  0.41  9.88
H  -1.43  -0.23  -7.93
N  3.02  -4.07  -6.04
N  4.69  2.83  -1.28
N  3.76  -2.52  -1.71
C  1.48  0.14  -0.98
H  -2.67  1.58  2.87
H  -0.14  -6.78  -1.62
H  0.47  -3.47  -0.84
H  -3.70  1.74  -1.58
H  3.96  -4.26  -5.72
H  2.17  3.53  -0.09
O  0.34  -0.98  0.84
H  -5.02  -0.08  -1.99
C  1.07  0.71  8.99
H  1.47  -3.71  -3.25
C  3.07  -0.51  8.62
H  -4.37  1.53  -4.20
H  -3.26  4.43  3.00
H  3.67  4.00  3.18
H  0.01  4.43  2.26
H  1.48  -7.00  -2.31
H  4.00  0.79  1.04
C  -0.45  -0.98  2.07
H  -0.29  0.82  -0.15
H  -1.47  -0.68  1.83
H  2.44  3.18  2.19
H  -3.94  -0.04  -4.24
O  3.56  -0.29  -5.34
H  1.79  1.44  9.38
H  6.34  -3.55  -3.08
C  -4.22  0.66  -0.07
H  -1.60  -5.24  -3.17
C  -5.38  1.58  0.30
H  -5.89  1.90  -0.61
H  -6.05  1.13  1.03
H  3.86  -2.55  -7.12
H  5.23  2.86  -0.42
O  5.13  -0.17  -1.06
H  2.62  5.00  -2.80
H  -0.47  6.13  1.91
H  6.05  -1.97  -2.43
H  -2.39  3.30  0.30
H  -1.81  -4.36  4.68
O  -2.08  -3.45  4.78
H  -4.47  6.50  3.20
H  2.71  -1.75  -4.30
H  4.50  -1.23  1.02
C  0.09  1.31  7.90
H  -5.00  -1.56  1.52
H  2.43  4.96  2.39
H  -2.52  3.19  5.08
H  0.01  -1.87  -3.09
H  -3.88  1.88  -6.32
H  3.48  1.67  -4.61
C  -5.22  -2.13  0.62
F  1.41  0.01  3.21
C  -4.69  -0.46  -1.02
H  -4.31  1.12  3.35
C  4.58  -3.42  -2.23
O  3.85  4.19  1.06
H  4.80  0.72  -0.93
C  -0.69  -2.32  -2.39
H  6.06  -0.05  -1.26
C  -1.02  0.44  7.38
O  -0.52  -2.32  2.53
H  -1.62  -4.28  0.19
N  1.69  -4.67  -3.47
O  -5.76  -1.18  -0.36
H  -5.17  2.53  0.79
H  1.56  0.99  6.76
O  -2.15  1.67  -7.31
O  1.72  -0.38  8.31
H  -3.95  0.23  0.90
H  -0.90  1.23  -8.78
H  -5.85  5.76  3.94
O  4.24  -4.61  -2.43
C  1.80  -2.26  -6.94
H  2.53  0.20  -0.71
O  5.12  -0.08  3.84
C  3.03  4.00  -2.71
H  3.79  3.86  -3.49
H  2.22  3.26  -2.76
H  0.19  1.46  6.00
H  2.42  -4.19  -5.24
C  3.60  0.64  -4.28
F  -0.41  0.20  4.42
C  -1.73  0.77  -8.25
H  -1.57  -2.97  4.12
C  -3.29  -4.92  1.04
H  1.18  1.00  0.84
C  0.58  0.31  0.25
H  5.34  2.81  -2.05
H  1.76  -1.19  -7.13
N  -2.48  -4.79  0.06
H  -2.82  -5.17  -0.82
H  -5.09  1.98  5.17
H  0.59  -6.08  -4.08
H  3.02  -0.61  9.71
H  -4.83  3.84  3.37
H  -5.85  -3.02  0.63
H  2.52  -4.84  -2.92
H  1.35  0.66  -1.93
O  -0.54  -3.66  -2.14
N  5.72  -2.91  -2.60
C  3.45  -1.68  -5.09
H  2.88  -2.87  -1.34
H  1.51  -2.85  -7.82
H  4.44  4.93  -1.39
H  -0.31  2.25  8.28
C  -3.89  4.12  3.84
C  3.06  4.07  2.28
O  1.14  -3.22  -0.21
H  5.07  -2.02  2.49
C  -1.43  4.81  0.94
H  0.78  -2.46  0.24
C  -1.40  0.11  -4.78
H  -1.66  -2.02  -2.80
C  3.13  -2.63  -6.31
C  -3.43  2.86  4.58
C  0.78  -6.27  -1.90
N  -3.27  1.55  -0.69
H  -3.83  -1.07  -1.30
H  3.72  -1.28  8.19
H  -0.80  -4.15  -4.21

Computed properties:
HOMO, eV: -5.7843
Relative energy (zero: lowest compared OMol25 entry of this formula, charge and spin), kcal per mole: 0.0
Molecular weight, g/mol: 1061.3
Kohn-Sham gap, eV: 7.1
Largest force on an atom, eV Å⁻¹: 5.751
Multiplicity: 1
Net charge: -1
LUMO, eV: 1.34

Atomic partial charges in e from the Mulliken method, atoms 1 to 99: O -0.786; H 0.421; H 0.431; H -0.102; C 0.692; O -0.400; C -0.125; N 0.201; H -0.093; H 0.001; N 0.227; N -0.320; C -0.282; H -0.120; H 0.299; H 0.207; C -0.806; H 0.117; H 0.339; N -0.729; H 0.004; C -0.915; C -1.400; H -0.238; H 0.237; C 0.594; H -0.212; H -0.825; H 0.290; F -0.081; C 0.265; C 0.500; H 0.436; N -0.417; H 0.282; H 0.316; H 0.014; N -0.183; H 0.286; N -0.759; H 0.371; H 0.322; H 0.196; O -0.754; N -0.188; H 0.153; C -0.736; H 0.412; H 0.144; H 0.392; H 0.374; H 0.355; N -0.757; N -0.304; N 0.501; C 1.565; H -0.363; H 0.439; H 0.157; H 0.189; H 0.313; H 0.015; O 0.213; H 0.186; C -0.868; H -0.375; C -0.798; H 0.286; H 0.173; H 0.367; H 0.055; H 0.474; H -0.221; C 0.303; H -0.758; H -0.433; H -0.301; H 0.280; O -0.493; H 0.439; H 0.254; C 1.549; H 0.413; C -1.732; H 0.422; H 0.354; H 0.494; H 0.356; O -0.465; H 0.503; H 0.209; H 0.048; H 0.032; H 0.300; O -0.715; H 0.287; H -0.557; H 0.212; C 0.364

(2)
DFT (the ωB97M-V functional and the def2-TZVPD basis) results for a structure of composition C36H111N9O15 in a non-equilibrium geometry.

CARTESIAN COORDINATES (ANGSTROEM)
H  -1.06  7.00  -0.04
H  0.49  -5.78  -3.86
C  -5.37  0.41  -4.34
H  2.14  -2.53  -8.07
H  -0.06  -7.23  1.75
C  3.89  5.16  1.84
H  1.08  -0.32  -0.25
C  0.47  4.71  0.14
H  -1.86  -3.83  2.50
H  4.88  -1.36  -3.07
H  -1.06  -0.56  -1.96
H  -6.46  0.51  -4.24
H  -6.15  1.44  -8.32
H  -8.20  -4.73  1.11
H  3.48  -2.92  1.16
C  -1.10  -0.33  0.08
C  2.03  -2.59  -6.99
H  5.15  3.83  3.81
H  -1.64  -6.94  1.77
H  1.48  -0.46  -3.11
H  -1.23  -4.60  -0.41
N  3.37  -3.32  5.10
H  -1.31  9.25  -0.24
C  -7.13  -4.86  1.27
O  1.67  -2.93  2.63
H  3.92  -1.74  2.91
H  0.49  3.98  4.31
H  4.20  -3.85  4.84
H  0.19  -7.09  -2.63
N  -0.76  -6.63  1.36
H  -1.86  -7.56  -1.73
H  -0.24  9.08  1.01
C  -0.32  7.56  -1.94
H  -4.19  -3.98  0.03
C  -6.25  -2.47  0.75
H  5.88  6.82  0.86
C  4.42  -1.45  3.84
H  4.77  -0.52  6.38
N  3.78  2.69  1.57
H  -5.50  -1.63  -4.58
O  -0.98  3.21  3.13
H  -1.43  4.72  1.81
H  3.69  0.19  -4.94
C  4.07  3.67  3.84
O  0.63  -0.34  1.81
C  -5.11  1.64  -5.22
H  2.79  1.37  2.99
C  3.44  3.82  2.47
H  -5.97  -2.27  1.81
H  0.76  2.29  5.82
C  1.06  2.07  3.68
H  -1.24  8.02  -2.31
C  3.24  -0.51  -4.24
C  -1.52  -1.78  0.31
C  1.80  0.26  2.34
C  0.73  1.51  5.06
H  -7.45  -0.67  2.14
C  1.11  6.97  0.04
O  2.69  -1.54  -6.31
H  -0.80  1.57  -2.37
C  -2.07  -7.31  -0.70
O  2.73  -2.48  0.73
N  -5.12  -0.83  -5.06
H  2.62  -3.48  -6.74
H  -4.05  1.76  -5.49
H  -2.42  -0.06  -1.31
O  4.55  -0.04  3.88
H  1.27  7.07  1.13
C  -1.69  4.37  2.81
H  -4.47  1.85  -7.78
H  1.45  -5.89  -2.36
H  -3.64  0.28  -3.12
N  -1.42  0.14  -1.29
H  3.67  -2.63  -4.78
H  -1.60  0.40  0.74
H  1.93  7.65  -0.23
H  2.65  0.26  1.66
C  3.71  -1.90  5.11
H  5.97  5.77  -0.58
H  -5.36  -1.99  0.31
H  -6.55  -4.12  -0.57
H  -5.24  -0.26  -2.30
C  4.07  -0.63  -2.95
H  1.58  1.30  2.60
H  1.39  -3.81  2.36
H  -2.76  4.19  2.90
H  2.03  -0.25  3.28
H  2.36  -2.92  -1.37
H  -4.83  1.39  -2.47
H  3.50  -0.94  -2.08
H  -0.87  -4.95  2.08
H  0.41  1.10  0.33
H  -6.89  -5.91  1.06
H  0.07  -2.37  -3.20
C  -6.20  -3.96  0.46
H  0.60  7.94  -2.40
H  -5.31  2.50  -4.58
N  2.55  2.20  3.54
H  5.41  -1.92  3.70
O  4.99  4.97  0.96
O  1.64  -2.98  -2.02
H  0.91  -2.37  2.41
C  -0.47  -5.32  -0.73
H  3.93  -1.84  7.26
H  -6.93  -4.81  2.34
C  -0.20  7.56  -0.42
N  1.94  0.10  -3.82
C  0.40  3.41  3.36
H  1.40  0.00  -4.69
C  -0.82  -6.65  -0.10
H  3.15  2.80  0.77
H  2.99  1.88  4.40
H  3.70  4.44  4.53
H  3.05  5.41  1.18
H  2.17  -2.19  1.46
H  -0.91  -2.43  -0.31
H  0.82  3.93  2.50
O  -0.56  2.23  -3.07
O  -7.48  -1.88  0.48
O  -5.96  1.72  -6.35
H  4.71  2.89  1.23
H  -1.38  -2.83  -3.38
N  -4.83  -4.49  0.64
H  -1.47  5.19  3.51
C  0.34  0.01  0.49
H  2.82  -1.26  5.15
C  5.32  6.12  0.23
H  -1.44  -2.04  1.36
H  0.04  5.05  1.08
H  -8.59  -0.14  0.91
O  -0.50  -5.22  -2.15
H  0.97  -3.52  -1.60
H  6.45  0.16  3.12
C  -7.62  -0.62  1.05
H  0.75  1.42  2.86
N  -0.38  8.96  0.01
C  -5.38  1.28  -7.56
O  -0.84  -2.16  -2.95
C  -4.71  0.42  -2.97
H  -2.95  -6.67  -0.58
H  4.43  0.39  -2.83
H  -0.33  4.57  -0.59
H  0.95  3.75  0.34
O  -0.94  -3.97  2.26
H  3.76  2.75  4.33
H  -5.11  0.22  -7.55
H  5.10  0.26  1.91
H  -0.25  1.00  5.07
C  2.91  -1.85  -4.95
H  -0.32  6.53  -2.31
H  2.36  3.71  2.63
H  2.73  -3.43  4.31
H  -5.57  -0.77  -5.96
H  5.41  -2.18  6.36
C  4.50  -1.58  6.38
H  1.99  -2.27  -4.54
H  -4.88  -5.36  0.11
H  -6.87  0.12  0.74
H  1.36  0.67  5.37
H  5.41  1.59  2.97
H  0.97  -2.75  -6.76
H  4.08  5.98  2.54
O  1.41  5.66  -0.33
H  -2.31  -8.24  -0.18
C  5.43  0.50  2.93
H  -0.05  -7.40  -0.34
H  0.32  1.96  -3.37
H  0.54  -5.04  -0.39
C  0.47  -6.04  -2.81
H  -2.54  -1.87  -0.08
H  4.46  6.60  -0.25

Computed properties:
HOMO, eV: -7.9244
Relative energy (zero: lowest compared OMol25 entry of this formula, charge and spin), kcal per mole: 247.3
Molecular weight, g/mol: 910.3
Kohn-Sham gap, eV: 8.0
Largest force on an atom, eV Å⁻¹: 8.175
Multiplicity: 1
LUMO, eV: 0.11

Atomic partial charges in e from the Mulliken method, atoms 1 to 99: H 0.090; H 0.313; C 0.775; H 0.291; H 0.207; C 0.203; H -0.041; C -0.079; H 0.268; H 0.371; H 0.452; H 0.218; H 0.231; H 0.350; H 0.147; C -0.018; C -0.742; H 0.471; H 0.290; H -0.057; H -0.277; N -0.749; H 0.279; C -1.513; O -0.457; H -0.414; H 0.245; H 0.334; H 0.322; N -0.554; H 0.334; H 0.226; C -1.469; H 0.072; C -0.154; H 0.277; C 0.000; H 0.304; N -0.261; H 0.232; O -0.407; H 0.314; H 0.478; C -1.788; O -0.473; C -0.947; H -0.934; C 1.588; H 0.329; H 0.355; C 2.553; H 0.418; C 0.375; C -0.388; C -0.044; C -1.980; H 0.332; C -0.989; O -0.395; H 0.459; C -1.157; O -0.536; N -0.688; H 0.346; H 0.382; H -0.115; O -0.307; H 0.347; C -0.655; H 0.290; H 0.272; H 0.351; N -0.457; H 0.452; H 0.418; H 0.534; H 0.459; C 1.382; H 0.270; H -0.069; H 0.190; H 0.298; C -1.295; H 0.103; H 0.257; H 0.332; H -0.431; H 0.065; H 0.378; H 0.109; H 0.255; H -0.545; H 0.407; H -0.031; C 0.658; H 0.310; H 0.338; N 0.030; H 0.757

| no. | calculated total energy (Eh) |
| --- | --- |
| 1 | -3759.33131 |
| 2 | -3059.01464 |